1.
The following is a DFT calculation (wB97M-V/def2-TZVPD) of C27H21ClMgN6OS as an isolated structure at a distorted geometry.

Summary:
* frontier orbital gap: 0.1381 Ha
* LUMO level: 4.267 eV
* F_max: 1.033 eV/A
* HOMO: 0.509 eV
* energy above the lowest of the compared OMol25 structures with the same formula, charge and spin: 33.9 kJ/mol
* charge: -2

The geometry in XYZ format:
```
58
Properties=species:S:1:pos:R:3:forces:R:3
Mg -0.192537 0.180705 0.695352 -0.0447 -0.3979 -0.0833
C 0.427632 -4.418202 -2.721450 -0.0213 -0.0125 -0.0174
C -0.584498 -3.465889 -2.710455 0.0199 -0.0129 0.0063
C -0.376990 -2.215382 -2.150921 0.0018 0.0082 0.0263
C 0.846222 -1.857669 -1.549682 0.0133 -0.0286 0.0263
C 1.860619 -2.841143 -1.578300 0.0292 -0.0028 -0.0268
C 1.653220 -4.082808 -2.148477 -0.0003 0.0219 0.0167
N 0.984651 -0.648034 -0.917795 -0.2127 0.3203 -0.2719
C 2.128704 0.105570 -1.131822 0.1335 -0.0507 0.0593
C 2.980817 -0.018717 -2.232021 -0.0250 0.0060 -0.0010
C 4.109913 0.794505 -2.395672 0.0034 -0.0038 0.0041
C 4.398220 1.761610 -1.449670 0.0180 0.0184 -0.0066
C 3.551972 1.935812 -0.351943 0.0490 -0.0832 0.0279
C 2.416727 1.141487 -0.172114 -0.1788 0.1587 -0.0387
N 1.493060 1.285811 0.833135 0.5877 -0.6999 0.3565
N 2.008444 1.809867 1.984495 -0.2430 0.5788 -0.0521
C 1.274394 1.810160 3.046370 0.2503 -0.1378 -0.1190
C 1.854738 2.333079 4.269370 -0.0487 0.0022 0.0580
C 1.215525 2.294554 5.453333 0.0302 -0.0036 0.0086
C -0.105118 1.721897 5.526783 -0.0117 -0.0490 0.0404
C -0.663431 1.268945 4.379548 0.1773 -0.2943 0.0276
N -0.030370 1.241434 3.174194 -0.4206 0.9364 -0.1127
H 0.266202 -5.398534 -3.155329 -0.0012 0.0015 0.0004
H -1.552002 -3.697150 -3.145791 -0.0007 -0.0003 -0.0008
H -1.169037 -1.477492 -2.156040 -0.0005 0.0024 -0.0100
H 2.810021 -2.606189 -1.112839 0.0012 -0.0006 -0.0059
H 2.455264 -4.814722 -2.128037 0.0019 -0.0001 0.0008
H 2.767641 -0.783358 -2.970990 0.0010 0.0009 0.0003
H 4.750714 0.656429 -3.261142 0.0006 0.0014 -0.0020
H 5.274407 2.394173 -1.561505 -0.0020 0.0004 0.0029
H 3.759891 2.687675 0.398721 0.0086 0.0004 0.0003
H 2.833704 2.781072 4.156856 -0.0020 0.0138 -0.0015
H 1.683675 2.709136 6.340160 -0.0066 -0.0090 0.0066
H -0.649217 1.645185 6.458340 0.0174 -0.0027 0.0077
H -1.663011 0.858329 4.332213 -0.0316 0.0707 -0.0417
S -0.180375 -2.241242 2.204462 -0.1375 0.0447 -0.0169
C -1.641492 -2.306314 1.324964 0.2106 0.1233 0.0192
C -2.564175 -3.383196 1.411895 -0.0900 -0.0043 -0.0835
C -3.708232 -3.375116 0.658596 0.0420 -0.0398 0.0582
C -3.971292 -2.298694 -0.197655 -0.0382 0.0320 -0.0514
C -3.039779 -1.283854 -0.232515 0.0158 -0.0149 0.0441
N -1.921739 -1.268268 0.491942 -0.0857 0.1026 0.0172
H -2.330582 -4.203609 2.075834 0.0203 0.0019 0.0041
H -4.404776 -4.205244 0.723836 -0.0026 0.0021 -0.0042
H -4.857058 -2.259267 -0.817611 0.0025 0.0028 0.0028
H -3.183530 -0.430047 -0.889466 -0.0067 0.0029 0.0006
Cl -0.356953 3.640368 -4.126991 0.0233 0.0116 -0.0339
C -1.158278 3.079211 -2.690195 -0.0580 -0.0023 0.0769
C -2.392002 3.596689 -2.339115 0.0045 0.0248 -0.0374
C -2.993413 3.131934 -1.181355 0.0285 -0.0009 0.0034
C -2.335115 2.167430 -0.432716 0.0583 0.1420 0.0495
N -1.158146 1.667090 -0.797845 -0.1950 -0.1335 0.1590
C -0.561649 2.110529 -1.897590 0.0751 -0.1299 -0.0050
H -2.860135 4.350916 -2.958517 0.0012 -0.0026 -0.0001
H -3.950628 3.519169 -0.858981 -0.0021 -0.0058 0.0063
H -2.728770 1.796221 0.507192 -0.0020 -0.0125 -0.0083
H 0.404360 1.675352 -2.134995 -0.0102 0.0025 -0.0266
O -0.926405 1.427794 2.109958 0.0528 -0.4994 -0.0597
```
Forces are in eV/Å.

2.
The following is a DFT calculation (wB97M-V/def2-TZVPD) of C16H24AsMoN2O7S as an isolated structure.

Summary:
* frontier orbital gap (spin up / spin down): 0.3011 / 0.3148 Ha
* spin multiplicity: 3
* LUMO level (spin up / spin down): -3.745 / -4.248 eV
* F_max: 0.395 eV/A
* HOMO (spin up / spin down): -11.938 / -12.814 eV
* energy above the lowest of the compared OMol25 structures with the same formula, charge and spin: 3.5 kJ/mol
* charge: +1

The geometry in XYZ format:
```
52
Properties=species:S:1:pos:R:3:forces:R:3
Mo -0.121897 0.875131 -0.268258 0.0615 -0.2257 0.2474
O -0.026954 4.554032 -0.292019 0.1263 0.0130 -0.0183
As 1.399704 3.613328 -0.684894 -0.1260 0.1189 -0.2779
O 2.801094 4.320468 -0.367598 0.1345 0.0726 0.0709
O 1.073236 2.201291 0.302755 -0.3122 -0.1346 -0.0681
C 1.000481 3.312298 -2.575089 0.0462 0.2222 0.0332
C 1.002160 4.564090 -3.190590 0.0043 -0.0001 0.0434
C 0.814770 4.704258 -4.557456 -0.0158 -0.0596 -0.0541
C 0.623785 3.585389 -5.348350 0.0084 0.0597 0.0370
C 0.623576 2.330018 -4.763130 -0.0095 -0.0515 -0.0033
C 0.808674 2.193958 -3.394723 -0.0065 -0.2167 -0.0458
S 0.766234 0.524780 -2.808166 0.3373 0.2032 -0.0336
O 1.620752 0.504047 -1.596133 0.1343 -0.1926 -0.0758
O 1.064803 -0.375492 -3.857286 -0.1520 -0.0365 -0.0111
O -0.620360 0.336080 -2.181657 0.0183 0.2104 0.0355
H 0.192721 5.270739 0.319736 0.0271 -0.0185 0.0035
H 1.169712 5.454254 -2.597012 -0.0004 -0.0095 0.0096
H 0.829845 5.692194 -4.996360 -0.0012 0.0007 -0.0074
H 0.485161 3.679873 -6.416177 0.0002 0.0082 -0.0018
H 0.495661 1.440729 -5.364726 -0.0032 0.0084 -0.0051
C -1.897285 0.885157 2.771694 -0.0046 -0.0287 -0.0598
C -2.686128 1.108958 1.489615 -0.0998 0.0704 0.1758
C -3.517230 -0.105786 1.108545 0.0440 0.0331 0.0474
C -3.529746 2.371449 1.566250 0.0677 -0.0328 -0.0148
O -1.736211 1.326325 0.410830 -0.3654 -0.0936 0.0333
H -2.573387 0.807237 3.622653 -0.0064 -0.0049 -0.0030
H -1.217398 1.719318 2.950137 0.0045 -0.0059 0.0157
H -1.322627 -0.042955 2.712104 0.0279 0.0164 0.0061
H -4.199556 -0.357368 1.920754 -0.0173 0.0242 -0.0061
H -2.870353 -0.965917 0.926289 -0.0222 -0.0109 -0.0105
H -4.102691 0.097255 0.213061 0.0161 -0.0346 -0.0269
H -4.272755 2.276573 2.357837 -0.0054 -0.0218 0.0007
H -4.045295 2.537108 0.621264 -0.0007 0.0253 0.0018
H -2.900421 3.234554 1.783038 -0.0135 0.0091 -0.0097
N 0.025254 -1.108959 0.268460 -0.0075 0.0614 0.0257
C 0.250559 -2.179261 0.661349 0.1571 0.0247 0.0122
N 0.516346 -3.364672 1.074942 -0.0394 0.0080 -0.1084
C 1.339921 -4.283249 0.249419 0.0161 -0.0369 -0.0014
C 2.619242 -4.627204 0.996432 -0.0105 0.0175 -0.0154
C 2.307442 -5.152001 2.396160 0.0277 -0.0234 0.0133
C 1.479888 -4.141983 3.187323 -0.0086 0.0149 0.0107
C 0.193293 -3.806140 2.449494 0.0057 -0.0030 0.0560
H 1.532356 -3.800255 -0.706650 -0.0006 0.0004 0.0014
H 0.736539 -5.175816 0.070334 -0.0048 0.0055 -0.0022
H 3.248695 -3.735297 1.058830 -0.0027 -0.0005 0.0132
H 3.170887 -5.367961 0.416682 -0.0145 -0.0077 -0.0041
H 3.232235 -5.374965 2.927382 0.0029 0.0167 -0.0072
H 1.756640 -6.095055 2.318704 -0.0045 0.0042 -0.0003
H 2.055112 -3.224669 3.341009 0.0019 -0.0021 0.0014
H 1.226147 -4.531342 4.173945 -0.0126 -0.0140 -0.0105
H -0.375748 -3.017950 2.939535 0.0060 0.0076 -0.0074
H -0.446882 -4.686597 2.359714 -0.0083 0.0094 -0.0052
```
Forces are in eV/Å.

3.
The following is a DFT calculation (wB97M-V/def2-TZVPD) of C15H27BeN5O6 as an isolated structure at a distorted geometry.

Summary:
* frontier orbital gap (spin up / spin down): 0.2657 / 0.2786 Ha
* LUMO level (spin up / spin down): -0.168 / 0.083 eV
* F_max: 3.479 eV/A
* HOMO (spin up / spin down): -7.397 / -7.498 eV
* energy above the lowest of the compared OMol25 structures with the same formula, charge and spin: 274.9 kJ/mol
* charge: 0

The geometry in XYZ format:
```
54
Properties=species:S:1:pos:R:3:forces:R:3
O -1.621238 -0.731756 -3.894186 0.5499 1.3242 -1.2257
H -1.783418 -0.367161 -4.779227 0.1352 -0.0645 0.3591
Be 0.225764 0.678192 -0.390373 0.0231 -1.4492 0.7369
N 0.959845 -0.788669 -1.145963 -1.9288 -2.1478 -0.7805
N -2.051204 -2.049607 -1.724976 -3.0510 0.3672 -1.6310
N 0.949000 2.180566 -0.496770 0.1906 2.3343 -0.2036
N -1.090464 1.448748 0.488305 -1.1241 1.6292 0.2129
O 2.156482 -0.392840 -1.427261 0.9056 0.4017 -0.3776
O 2.076842 2.409760 -1.283134 0.0189 -0.1470 0.2453
O -2.162562 0.822894 0.800530 0.2543 0.1508 0.0742
O -2.936028 -1.391514 -0.839047 0.2683 -0.1694 0.4601
C -0.845610 -2.426697 -1.231485 1.2886 -0.3546 0.8151
C 0.461480 -1.916248 -1.672363 1.3318 1.9196 0.3531
C 0.239634 3.223887 -0.054210 1.1813 -2.3787 -1.2407
C -0.990513 2.792598 0.552429 -0.6046 -2.0737 0.3648
C 1.271417 -2.723298 -2.635746 -0.0992 -0.1037 -0.0260
H 0.638633 -3.024729 -3.478899 0.1076 0.0358 0.0708
H 1.637420 -3.637647 -2.154485 0.1754 0.0613 -0.1363
H 2.102780 -2.114367 -2.998918 -0.0297 -0.2068 0.1188
C -0.895580 -3.552550 -0.263737 0.2393 -0.1563 0.6966
H -1.161977 -4.493136 -0.777367 -0.0238 0.1897 0.1391
H -1.647429 -3.355757 0.511854 0.0307 -0.1877 -0.1392
H 0.076388 -3.683862 0.227194 -0.2181 -0.0318 -0.1070
C 0.545326 4.638153 -0.351215 0.4266 0.3551 -0.1232
C -2.108032 3.673848 0.984212 -0.1946 0.2494 0.0779
H 1.497781 4.706061 -0.880987 -0.1333 0.0613 0.1097
H 0.596698 5.237787 0.567587 -0.1051 -0.1363 -0.2333
H -0.243209 5.051759 -0.998838 0.1690 -0.0739 0.2761
H -2.933714 3.058516 1.361401 0.2901 0.0990 -0.0899
H -2.490159 4.264807 0.137853 0.0483 -0.0930 0.1840
H -1.803471 4.381389 1.766287 -0.0621 -0.1344 -0.1177
H 2.379201 1.476896 -1.498563 -0.4758 0.2568 0.2835
H -2.469963 -0.637610 -0.363489 -0.1014 -0.4216 -0.4421
C -2.746980 -2.503909 -2.889714 0.5623 -1.2917 2.8580
H -2.342640 -1.529549 -3.671855 0.6046 1.0866 -0.7917
H -3.820286 -2.467269 -2.754265 -0.0165 0.1519 0.0103
H -2.330122 -3.417389 -3.315161 -0.0156 0.1319 0.1698
O -0.790689 0.737622 -1.793510 -0.8069 0.8713 -2.2480
H -1.027559 0.111027 -2.562523 0.2063 0.3622 0.5219
H -0.658235 1.606119 -2.221270 -0.3213 -0.5276 0.2478
C 2.516625 -0.736725 5.205177 0.0576 -0.1624 0.2653
C 1.975058 -0.492910 3.822025 0.1753 -0.0829 0.0967
C 2.729809 0.211771 2.889702 -0.1476 0.1911 -0.3638
C 2.188562 0.487773 1.637910 -0.3076 -0.2920 0.4488
N 0.957630 0.072417 1.281687 0.3487 0.2308 0.8014
C 0.237441 -0.649910 2.160680 0.7067 0.2417 -0.0313
C 0.724080 -0.958171 3.427078 -0.2884 0.0040 -0.1292
H 3.435427 -1.338210 5.167935 -0.2189 0.1133 -0.0412
H 2.775972 0.201047 5.718673 -0.1350 -0.2005 -0.2449
H 1.788552 -1.271258 5.825473 0.1545 0.1086 -0.1184
H 3.726053 0.578057 3.134361 -0.2298 -0.0692 -0.0234
H 2.746078 1.090572 0.923601 -0.2142 -0.2635 0.0178
H -0.762411 -0.950919 1.852271 0.2066 0.1061 -0.0291
H 0.097492 -1.538613 4.105299 0.1960 0.1853 -0.1213
```
Forces are in eV/Å.